Here is a structure of composition C4H11HgO2 in a non-equilibrium geometry from the Open Molecules 2025 dataset. Energies are from ωB97M-V/def2-TZVPD.

Results
Total charge: +1
HOMO (alpha / beta), eV: -14.0 / -12.1
Max |F|, eV/Å: 9.51
LUMO (alpha / beta), eV: -5.335 / -2.985
E_tot, Ha: -462.40030
Energy relative to the best compared isomer or geometry (same formula, charge and spin), eV: 1.3613

XYZ file:
```
18
Properties=species:S:1:pos:R:3:forces:R:3
C -2.212307 0.695155 -0.945459 -0.6 0.0 -0.4
O -0.871742 0.567130 -0.450612 -1.9 -1.9 -4.9
C -0.205347 -0.635781 -0.861121 -0.1 -0.5 -0.4
C 1.237739 -0.538865 -0.428578 0.4 -0.3 -0.4
O 1.253693 -0.107200 0.941377 3.7 -4.0 -0.9
C 2.504847 -0.296843 1.612160 0.7 -0.2 0.3
H -2.629910 1.619058 -0.534674 0.2 -0.3 -0.1
H -2.185734 0.751548 -2.040014 0.0 0.0 0.2
H -2.809838 -0.166235 -0.620538 0.1 0.2 -0.1
H -0.259731 -0.729297 -1.953442 0.0 0.0 0.2
H -0.709313 -1.492223 -0.391408 0.1 0.1 -0.1
H 1.798200 0.188417 -1.032805 -0.1 -0.2 0.1
H 1.711909 -1.525220 -0.507329 -0.1 0.2 0.0
H 3.291924 0.261763 1.089875 -0.2 -0.1 0.1
H 2.388522 0.078162 2.632833 0.0 -0.1 -0.3
H 2.740619 -1.367298 1.631171 0.0 0.2 0.0
Hg -0.125614 1.233135 1.209434 -2.1 6.6 6.5
H -4.917919 1.464588 0.649133 -0.1 0.0 0.0
```
Forces are in eV/Å.

=====

Here is a cluster of 2 separate species, C4H11IN2 in total in a non-equilibrium geometry from the Open Molecules 2025 dataset. Energies are from ωB97M-V/def2-TZVPD.

Results
HOMO, eV: -9.3
Max |F|, eV/Å: 6.37
LUMO, eV: -0.415
E_tot, Ha: -566.09757
Structure (SMILES): CC1(C)CN1I.N
Energy relative to the best compared isomer or geometry (same formula, charge and spin), eV: 1.0225

XYZ file:
```
18
Properties=species:S:1:pos:R:3:forces:R:3
C 1.420481 1.107878 -0.483395 -0.7 0.3 -0.4
C 0.089328 -1.071943 -0.859403 2.8 3.0 -1.0
C -1.248742 1.019212 -0.899024 -2.0 0.8 1.8
C 0.091240 0.478527 -0.603071 0.6 -2.7 0.9
N 0.134024 -1.773504 1.928972 -3.1 -5.5 1.1
N 0.814239 0.748367 0.760522 -2.4 1.5 0.7
I 0.098109 2.584145 1.669667 0.2 -1.0 0.0
H 1.525891 2.154133 -0.626867 0.3 0.6 -0.6
H -0.855496 -1.827666 2.285143 1.4 0.1 0.1
H 2.268285 0.502686 -0.549036 1.5 -0.7 -1.1
H 0.823397 -1.498729 -0.231531 1.3 -0.3 0.1
H 0.354545 -1.220974 -1.893802 0.0 -0.2 -0.5
H -0.751955 -1.577969 -0.616391 -3.1 -1.0 0.5
H -1.840461 0.609371 -1.722697 0.6 -0.5 0.1
H -1.869348 0.915223 0.062048 0.6 -0.4 -1.3
H -1.335112 2.067532 -1.020481 0.5 1.3 -0.4
H 0.010382 -2.350795 1.069666 0.6 0.9 1.2
H 0.271192 -0.865494 1.729678 0.8 3.7 -1.2
```
Forces are in eV/Å.

=====

Here is a structure of composition C4H11INO in a non-equilibrium geometry from the Open Molecules 2025 dataset. Energies are from ωB97M-V/def2-TZVPD.

Results
Total charge: -1
HOMO, eV: -3.0
Max |F|, eV/Å: 7.13
LUMO, eV: 3.527
E_tot, Ha: -586.68193
Energy relative to the best compared isomer or geometry (same formula, charge and spin), eV: 2.5043

XYZ file:
```
18
Properties=species:S:1:pos:R:3:forces:R:3
I 0.618093 0.373988 3.271712 3.4 3.8 5.0
C -0.855167 -1.826252 -0.832938 -0.1 1.4 -0.1
C -0.117907 -0.975372 0.246572 0.5 -1.3 -1.2
C -0.081397 0.566098 0.028452 -0.7 -0.8 0.8
O 0.531343 0.928268 -1.161368 1.3 0.6 -1.4
C 0.906593 2.315908 -1.228568 -0.9 -1.0 0.2
N -0.632717 -1.310952 1.560332 -2.0 -1.3 -2.2
H -1.894827 -1.500352 -0.801538 -0.3 -0.5 0.1
H -0.735577 -2.897622 -0.671678 -0.2 0.1 0.4
H -0.519387 -1.632552 -1.851678 0.3 0.2 -0.1
H 0.902433 -1.354912 0.192312 0.7 0.5 -0.2
H 0.455863 1.002808 0.870312 -0.1 0.0 -0.1
H -1.090407 0.978428 0.028372 -0.5 -0.1 0.3
H 0.852743 2.774248 -0.241078 0.3 0.0 0.1
H 0.169733 2.833548 -1.842738 0.0 0.2 -0.3
H 1.901293 2.420208 -1.661918 0.0 -0.1 0.0
H -0.252807 -0.581952 2.147112 -1.8 -1.2 -1.1
H -0.157907 -2.113532 1.948332 0.0 -0.4 -0.3
```
Forces are in eV/Å.

=====

Here is a structure of composition C4H11INS in a non-equilibrium geometry from the Open Molecules 2025 dataset. Energies are from ωB97M-V/def2-TZVPD.

Results
Total charge: +1
HOMO (alpha / beta), eV: -13.1 / -10.2
Max |F|, eV/Å: 2.80
LUMO (alpha / beta), eV: -3.780 / -5.435
E_tot, Ha: -909.21045
Energy relative to the best compared isomer or geometry (same formula, charge and spin), eV: 4.0675

XYZ file:
```
18
Properties=species:S:1:pos:R:3:forces:R:3
C -1.231399 -1.544857 -0.846924 2.3 0.3 0.5
C 0.271073 -1.473487 -1.190081 2.5 -1.2 -0.2
C -0.472488 1.501032 0.892886 -1.7 0.1 -0.4
C 1.276054 -1.170360 -0.087514 -1.5 0.5 0.7
N 0.140285 2.837037 0.553211 -0.9 -1.1 0.2
S 1.209257 -1.847473 1.460497 0.8 -0.2 0.7
I 2.803852 0.243784 -0.090737 0.1 0.1 -0.6
H -1.609694 -1.968109 -1.764703 -1.1 0.8 -0.2
H -1.276263 -2.386094 -0.159571 -0.7 0.3 0.6
H -1.505834 -0.522270 -0.422873 -0.4 -1.8 -0.8
H 0.649860 -2.531001 -1.618017 -0.9 2.2 0.6
H 0.547037 -0.678622 -1.875980 -0.5 -0.3 -0.8
H -0.369824 1.171199 1.995073 -0.2 0.7 -2.1
H -1.431155 1.493743 0.267453 1.3 -0.6 1.6
H -0.054887 3.483314 1.312582 -0.4 0.7 -0.3
H -0.113364 3.152028 -0.410366 0.1 0.0 1.2
H 1.118136 2.701792 0.599991 2.0 -0.2 -0.3
H 0.049361 -2.461653 1.385072 -0.7 -0.4 -0.2
```
Forces are in eV/Å.

=====

Here is a cluster of 2 separate species, C4H11IO2Si in total in a non-equilibrium geometry from the Open Molecules 2025 dataset. Energies are from ωB97M-V/def2-TZVPD.

Results
HOMO (alpha / beta), eV: -8.4 / -7.6
Max |F|, eV/Å: 4.56
LUMO (alpha / beta), eV: 0.681 / -1.784
E_tot, Ha: -896.60095
Energy relative to the best compared isomer or geometry (same formula, charge and spin), eV: 3.7265

XYZ file:
```
19
Properties=species:S:1:pos:R:3:forces:R:3
C -1.435660 2.934068 1.665054 -1.6 0.0 -0.6
C -0.408184 -0.818847 1.021721 1.7 3.4 2.5
C 1.096961 -3.227486 -2.329236 0.6 -0.1 -0.2
C -0.374326 2.692888 0.684775 -0.5 3.0 -0.2
O -0.344551 -0.247048 -0.212105 -0.1 -0.4 -2.9
O 1.067768 -2.400111 -1.198413 -0.1 1.7 1.1
Si 0.655787 -0.790344 -1.380163 1.1 0.2 0.1
I 2.790864 0.637630 -0.967621 -0.6 -0.5 -0.3
H -1.767436 3.996785 1.631274 0.2 -0.8 0.6
H -2.364273 2.267707 1.413837 1.4 1.1 0.6
H -1.017983 2.590033 2.619772 -0.6 0.4 0.3
H 0.266455 -1.603348 1.157784 0.9 -1.4 0.3
H -1.360341 -1.021276 1.330871 -2.7 -1.1 0.4
H -0.123013 0.062406 1.692314 0.0 -1.4 -0.1
H 1.408220 -2.653793 -3.192619 -0.9 0.2 -0.7
H 0.129837 -3.708404 -2.320808 0.0 -0.4 -1.0
H 1.922632 -3.923494 -2.303737 0.0 -0.6 0.8
H 0.064564 3.514712 0.088895 -0.2 -1.0 0.4
H -0.207327 1.697929 0.598404 1.3 -2.3 -1.0
```
Forces are in eV/Å.

=====

Here is the ion C4H11N2 with charge +1 in a non-equilibrium geometry from the Open Molecules 2025 dataset. Energies are from ωB97M-V/def2-TZVPD.

Results
Total charge: +1
HOMO, eV: -12.8
Max |F|, eV/Å: 5.42
LUMO, eV: -3.689
E_tot, Ha: -268.18153
Structure (SMILES): NCC/C=C/[NH3+]
Energy relative to the best compared isomer or geometry (same formula, charge and spin), eV: 3.3569

XYZ file:
```
17
Properties=species:S:1:pos:R:3:forces:R:3
C 1.437346 -1.492778 -0.125259 2.4 1.0 0.3
C 0.861542 -0.527581 0.994583 -1.3 -1.2 -1.4
C -0.306092 0.119877 0.435875 -4.5 1.4 -2.8
C -0.663119 1.435020 0.387903 0.6 -0.5 1.9
N -2.150271 1.785666 0.062448 1.4 -1.1 2.2
N 1.133178 -1.127106 -1.526319 0.2 2.6 2.0
H 0.919774 -2.430428 0.033446 0.5 -0.4 0.1
H 2.599773 -1.537729 0.098279 -2.3 -0.5 -0.5
H 1.474534 0.320410 1.264377 0.8 -0.6 1.0
H 0.333350 -1.227870 1.731335 1.6 1.2 0.0
H -1.104017 -0.556286 -0.158831 1.8 1.1 1.6
H -0.099184 2.287245 0.915975 -1.1 -1.3 -1.1
H -2.447369 2.562239 0.784411 0.1 -2.1 -2.1
H -2.216911 2.016675 -0.899491 -0.2 1.4 -1.1
H -2.652012 0.849489 0.066762 0.2 1.6 0.9
H 1.803098 -0.548332 -2.029063 0.0 0.1 0.7
H 1.076379 -1.928511 -2.036432 -0.4 -2.7 -1.7
```
Forces are in eV/Å.

=====

Here is a cluster of 2 separate species, C4H11N2 in total in a non-equilibrium geometry from the Open Molecules 2025 dataset. Energies are from ωB97M-V/def2-TZVPD.

Results
Total charge: +1
HOMO, eV: -13.4
Max |F|, eV/Å: 5.71
LUMO, eV: -8.109
E_tot, Ha: -268.09506
Energy relative to the best compared isomer or geometry (same formula, charge and spin), eV: 5.7099

XYZ file:
```
17
Properties=species:S:1:pos:R:3:forces:R:3
C 2.130153 0.659030 0.761716 -0.2 -0.2 0.5
C 0.751371 -0.012886 0.826917 -0.1 3.7 -0.3
C 0.225240 -0.412953 -0.481767 1.2 -4.3 3.6
C -0.106411 -1.619615 -0.915019 -0.7 1.0 -2.7
N -0.487148 -2.085511 -2.158700 -0.6 0.8 0.6
N -2.108841 1.971458 0.601413 0.9 -0.3 0.5
H 2.488749 0.927298 1.756627 -0.1 -0.3 0.1
H 2.835261 -0.043997 0.323193 0.2 0.4 -0.3
H 2.058254 1.615691 0.246873 0.1 -0.2 -0.4
H 0.071436 0.650072 1.408614 -0.1 0.0 -0.4
H 0.719520 -0.866096 1.524348 -0.3 -0.6 -0.8
H 0.131685 -2.415418 -0.207147 0.3 0.3 0.3
H -1.285392 -2.711768 -2.113013 0.3 -0.3 -0.2
H -0.633165 -1.338919 -2.828771 -0.2 -0.2 -0.1
H -2.230185 0.980752 0.727583 -0.4 0.0 -0.1
H -2.934508 2.514705 0.781478 -0.1 0.0 -0.3
H -1.626019 2.188158 -0.254346 -0.3 0.2 -0.1
```
Forces are in eV/Å.

=====

Here is the ion C4H11N2 with charge +1 in a non-equilibrium geometry from the Open Molecules 2025 dataset. Energies are from ωB97M-V/def2-TZVPD.

Results
Total charge: +1
HOMO, eV: -13.2
Max |F|, eV/Å: 5.06
LUMO, eV: -3.644
E_tot, Ha: -268.19893
Structure (SMILES): C=NCCC[NH3+]
Energy relative to the best compared isomer or geometry (same formula, charge and spin), eV: 2.8836

XYZ file:
```
17
Properties=species:S:1:pos:R:3:forces:R:3
C -0.987782 0.508984 1.328359 -0.7 1.3 -0.9
C -0.629111 -0.939426 0.987642 -1.1 1.2 -0.4
C -0.153900 -1.158010 -0.504631 2.7 -2.3 3.6
C 1.194419 -0.110913 -2.169399 0.7 -1.2 1.6
N 0.582689 -0.062993 -1.049702 -2.6 2.1 -2.0
N 0.116439 1.510241 1.045108 0.7 0.1 1.1
H -1.790793 0.843525 0.666474 0.1 -0.2 -0.2
H -1.374608 0.798529 2.307014 0.3 -0.9 0.3
H -1.630448 -1.357018 0.891844 0.0 -0.5 1.0
H -0.093285 -1.379980 1.824422 0.4 -0.3 -0.4
H -1.036299 -1.592658 -0.955826 0.0 1.0 -1.4
H 0.520153 -2.036686 -0.407406 -0.2 0.0 -0.3
H 1.851106 -0.988204 -2.277466 -0.7 -0.3 -1.3
H 1.158370 0.709326 -2.882584 0.8 0.3 0.4
H -0.219493 2.472318 0.953872 -0.2 -0.3 -0.4
H 0.616600 1.161604 0.192514 -0.4 0.3 -0.4
H 0.772300 1.575023 1.827639 0.1 -0.3 -0.1
```
Forces are in eV/Å.

=====

Q: The highest energy relative to the best compared isomer or geometry (same formula, charge and spin) belongs to which entry?
A: number 7